{
  "formula": "H12O6",
  "method": "ωB97M-V with the def2-TZVPD basis set",
  "homo_ev": -11.2,
  "spin_multiplicity": 1,
  "gap_ev": 11.60,
  "relative_energy_ev": 1.816,
  "molar_mass_da": 108.09,
  "species": ["O", "H", "H", "O", "H", "H", "O", "H", "H", "O", "H", "H", "O", "H", "H", "O", "H", "H"],
  "xyz": [[0.221, -3.708, -2.271], [0.308, -3.512, -3.204], [0.342, -2.865, -1.836], [3.124, 1.630, 3.689], [3.992, 2.027, 3.617], [3.023, 1.442, 4.622], [-0.811, -2.976, 5.080], [-0.347, -3.579, 5.661], [-0.250, -2.202, 5.040], [-0.696, 5.023, -2.685], [0.242, 4.932, -2.852], [-1.077, 4.202, -2.995], [-2.904, -0.676, -4.485], [-3.599, -1.215, -4.861], [-3.226, -0.442, -3.614], [0.427, 0.290, 0.246], [0.158, 1.150, -0.075], [1.075, 0.478, 0.924]],
  "forces_ev_per_angstrom": [[-0.02, -0.24, 0.07], [-0.01, 0.03, -0.24], [0.01, 0.24, 0.19], [-0.18, -0.06, -0.20], [0.22, 0.11, -0.07], [-0.07, -0.06, 0.23], [-0.20, -0.02, -0.07], [0.08, -0.19, 0.14], [0.11, 0.22, -0.06], [-0.10, 0.16, 0.13], [0.25, 0.03, -0.04], [-0.15, -0.19, -0.10], [0.21, 0.10, -0.11], [-0.15, -0.15, -0.13], [-0.05, 0.05, 0.25], [-0.09, -0.23, -0.15], [-0.09, 0.21, -0.08], [0.20, 0.02, 0.24]]
}

{
  "formula": "C25H29CaN2S2Se",
  "method": "ωB97M-V with the def2-TZVPD basis set",
  "homo_ev": -4.1,
  "spin_multiplicity": 1,
  "gap_ev": 6.78,
  "relative_energy_ev": 0.181,
  "molar_mass_da": 540.69,
  "total_charge": -1,
  "species": ["Ca", "C", "N", "C", "C", "N", "C", "C", "C", "C", "C", "C", "C", "S", "C", "C", "C", "C", "C", "C", "S", "H", "H", "H", "H", "H", "H", "H", "H", "H", "H", "H", "H", "H", "H", "H", "H", "H", "H", "C", "C", "C", "C", "C", "C", "Se", "C", "C", "C", "H", "H", "H", "H", "H", "H", "H", "H", "H", "H", "H"],
  "xyz": [[-0.344, -0.157, -0.422], [-3.142, -1.244, -2.856], [-2.553, -1.468, -1.538], [-2.158, -2.861, -1.350], [-0.809, -3.100, -2.020], [0.283, -2.474, -1.253], [1.407, -2.092, -2.115], [0.687, -3.351, -0.159], [1.449, -4.481, -0.441], [1.821, -5.381, 0.540], [1.408, -5.150, 1.847], [0.655, -4.034, 2.144], [0.272, -3.097, 1.163], [-0.678, -1.731, 1.674], [-3.398, -0.906, -0.522], [-4.268, -1.687, 0.230], [-5.072, -1.123, 1.208], [-5.018, 0.245, 1.434], [-4.162, 1.034, 0.686], [-3.337, 0.486, -0.304], [-2.276, 1.535, -1.225], [-4.085, -1.800, -2.966], [-2.459, -1.564, -3.645], [-3.332, -0.180, -2.985], [-2.901, -3.560, -1.765], [-2.061, -3.058, -0.283], [-0.822, -2.666, -3.022], [-0.642, -4.178, -2.127], [1.863, -2.936, -2.646], [2.177, -1.615, -1.507], [1.065, -1.368, -2.859], [1.766, -4.669, -1.462], [2.425, -6.242, 0.285], [1.676, -5.845, 2.635], [0.334, -3.842, 3.160], [-4.315, -2.757, 0.068], [-5.731, -1.756, 1.789], [-5.636, 0.696, 2.201], [-4.091, 2.100, 0.858], [2.824, 6.863, 1.815], [2.690, 5.455, 1.295], [3.571, 4.943, 0.354], [3.472, 3.638, -0.117], [4.473, 3.140, -1.120], [2.449, 2.805, 0.364], [2.404, 0.971, -0.199], [1.540, 3.310, 1.309], [0.421, 2.482, 1.870], [1.683, 4.619, 1.757], [3.600, 7.408, 1.276], [3.091, 6.858, 2.875], [1.886, 7.414, 1.715], [4.362, 5.582, -0.030], [5.145, 3.940, -1.436], [3.961, 2.730, -1.992], [5.063, 2.325, -0.695], [-0.190, 2.063, 1.071], [-0.226, 3.087, 2.504], [0.810, 1.643, 2.452], [0.972, 5.005, 2.483]],
  "forces_ev_per_angstrom": [[0.16, 0.26, -0.18], [0.01, 0.10, -0.10], [0.12, -0.09, 0.13], [0.05, -0.10, -0.09], [-0.23, 0.03, 0.04], [0.07, -0.18, 0.03], [0.14, 0.01, 0.08], [-0.01, -0.07, 0.27], [0.04, -0.01, -0.14], [0.02, 0.01, -0.03], [-0.02, -0.02, 0.02], [0.02, -0.02, -0.10], [0.17, -0.07, -0.08], [-0.29, -0.02, 0.40], [-0.11, 0.18, 0.17], [-0.05, -0.11, 0.00], [-0.02, -0.06, -0.01], [0.02, 0.06, 0.01], [0.00, -0.17, 0.02], [-0.08, -0.05, -0.03], [0.10, 0.46, -0.20], [0.02, -0.02, 0.03], [0.01, 0.01, 0.01], [0.02, -0.01, 0.00], [0.00, 0.03, 0.00], [-0.01, 0.00, 0.03], [0.06, 0.00, 0.01], [0.09, 0.00, -0.03], [-0.06, 0.01, -0.05], [0.02, -0.02, -0.04], [-0.01, -0.01, -0.01], [-0.03, 0.02, 0.00], [-0.01, -0.01, 0.02], [0.01, 0.02, 0.00], [0.01, -0.01, 0.01], [0.04, 0.02, -0.03], [0.00, 0.02, 0.01], [0.00, 0.00, -0.01], [-0.04, 0.01, 0.02], [-0.01, -0.10, 0.01], [0.04, 0.03, -0.01], [0.00, 0.07, -0.01], [-0.07, 0.00, 0.06], [-0.06, 0.01, 0.03], [0.03, -0.21, 0.03], [-0.26, -0.12, -0.16], [0.03, 0.17, 0.02], [0.20, -0.10, 0.05], [-0.08, 0.03, -0.07], [-0.01, 0.01, 0.00], [0.00, 0.05, 0.00], [0.01, 0.01, 0.00], [0.01, -0.02, 0.00], [-0.01, 0.02, 0.03], [0.05, -0.03, -0.02], [0.01, -0.02, -0.05], [-0.16, 0.10, -0.08], [-0.02, -0.02, 0.00], [-0.01, -0.05, -0.01], [0.00, -0.04, 0.01]]
}

{
  "formula": "C9H18NSSi",
  "method": "ωB97M-V with the def2-TZVPD basis set",
  "homo_ev": -11.3,
  "spin_multiplicity": 1,
  "gap_ev": 8.06,
  "relative_energy_ev": 0.346,
  "molar_mass_da": 200.40,
  "total_charge": 1,
  "species": ["C", "N", "C", "C", "C", "C", "S", "C", "Si", "C", "C", "C", "H", "H", "H", "H", "H", "H", "H", "H", "H", "H", "H", "H", "H", "H", "H", "H", "H", "H"],
  "xyz": [[-3.430, 0.171, -0.536], [-3.019, -0.474, 0.804], [-1.652, -0.391, 1.216], [-0.654, -0.962, 0.520], [-0.993, -1.981, -0.528], [0.093, -2.668, -0.943], [1.527, -2.403, 0.057], [0.782, -0.847, 0.787], [1.673, 0.772, -0.169], [1.998, 0.553, -1.967], [3.320, 0.696, 0.800], [0.842, 2.365, 0.493], [-2.482, 0.117, -1.049], [-4.193, -0.421, -0.953], [-3.703, 1.289, -0.434], [-3.193, -1.453, 0.691], [-3.646, -0.202, 1.611], [-1.448, 0.293, 2.010], [-1.923, -1.967, -1.049], [0.032, -3.661, -1.369], [1.111, -0.779, 1.888], [2.909, 0.045, -2.195], [1.197, 0.081, -2.560], [2.134, 1.536, -2.363], [4.155, 0.073, 0.501], [3.644, 1.690, 0.881], [3.026, 0.435, 1.847], [-0.367, 2.215, 0.573], [1.109, 2.630, 1.559], [1.152, 3.249, -0.122]],
  "forces_ev_per_angstrom": [[1.35, 2.36, 1.53], [-2.08, 0.52, 0.70], [1.85, 1.31, 0.31], [-1.53, -1.43, -0.46], [1.79, 1.72, -0.18], [0.07, -0.96, 2.51], [-0.66, 0.89, -0.48], [1.17, 0.21, 0.05], [0.97, -1.05, 2.52], [-1.41, -0.25, -0.46], [-1.48, -0.98, 0.67], [-2.25, -0.21, 0.52], [-0.18, 0.07, -0.74], [-0.95, -0.50, -0.62], [0.29, -2.02, 0.16], [-0.44, -1.01, -0.19], [0.77, -0.12, -1.19], [-0.14, 0.31, 0.42], [-0.58, -0.48, -0.13], [0.16, 0.34, -0.98], [-0.73, -0.01, -1.72], [0.63, -0.60, 0.24], [0.19, 0.18, 0.27], [-0.01, 0.92, -0.42], [-0.12, -0.19, -0.25], [0.80, 1.56, 0.01], [0.35, 0.04, -0.66], [2.82, 0.70, -0.66], [0.08, -0.61, -1.08], [-0.71, -0.70, 0.36]]
}

{
  "formula": "C5H9N2S",
  "method": "ωB97M-V with the def2-TZVPD basis set",
  "homo_ev": [-10.5, -14.0],
  "spin_multiplicity": 3,
  "s2": 2.035,
  "gap_ev": [6.18, 8.07],
  "relative_energy_ev": 1.528,
  "molar_mass_da": 129.21,
  "total_charge": 1,
  "species": ["C", "C", "C", "C", "C", "N", "N", "S", "H", "H", "H", "H", "H", "H", "H", "H", "H"],
  "xyz": [[0.598, -1.043, -1.460], [-0.157, -0.423, 1.437], [1.737, 0.082, 0.341], [-1.111, -0.143, 0.284], [-1.340, 1.398, 0.227], [-0.563, -0.609, -0.988], [1.687, -0.689, -0.769], [-0.256, -0.607, 3.052], [0.519, -1.410, -2.477], [1.344, 1.020, 0.432], [2.549, -0.112, 1.008], [-2.020, -0.677, 0.492], [-1.726, 1.616, 1.303], [-2.043, 1.666, -0.492], [-0.442, 1.873, 0.071], [-1.408, -0.914, -1.542], [2.632, -1.028, -0.923]],
  "forces_ev_per_angstrom": [[-0.89, 2.10, 1.47], [-0.53, -2.07, 0.59], [-0.19, -0.93, 1.97], [2.61, 1.92, 1.75], [-1.84, -2.16, 3.57], [-2.75, -1.69, -1.97], [1.00, -0.95, -0.93], [0.40, 0.87, -2.04], [0.93, -0.45, 0.24], [-1.15, 2.23, -0.41], [0.42, -0.19, 0.13], [-0.35, -0.30, -0.09], [0.55, 0.11, -2.01], [-1.28, 0.56, -1.19], [1.95, 1.23, -0.34], [1.68, 0.50, 0.22], [-0.55, -0.78, -0.97]]
}

| no. | electronic energy (eV) |
| --- | --- |
| 1 | -12479.298 |
| 2 | -134837.270 |
| 3 | -29820.096 |
| 4 | -19134.632 |